No. 1
75
Properties=species:S:1:pos:R:3:lowdin_charge:R:1 method="wB97M-V/def2-TZVPD" multiplicity=1 orbital_gap_ha=0.2273 e_lumo_ha=-0.06542 total_energy_ha=-72695.9552
C 1.150 4.641 2.111 -0.13
C 2.264 4.142 1.236 -0.81
I 4.196 4.761 1.754 0.86
C 2.009 3.358 0.209 -0.80
I 3.481 2.637 -1.100 0.89
C 0.617 2.983 -0.039 -0.29
C 0.058 1.851 0.334 -0.51
Cl 0.993 0.692 1.176 0.70
C -1.385 1.624 0.031 -0.41
O -1.839 0.532 -0.194 0.04
C -2.245 2.866 0.056 -0.34
P -3.961 2.561 0.604 0.87
C -4.617 3.896 1.686 -0.35
C -5.081 2.209 -0.805 -0.27
C -1.670 4.004 -0.326 -0.32
P -2.628 5.563 -0.383 0.60
O -1.446 6.655 -0.594 -0.34
Cl -3.682 5.524 -2.172 0.23
C -0.234 3.988 -0.740 -0.35
O 0.204 4.753 -1.561 0.12
H 0.558 3.809 2.473 0.04
H 1.521 5.187 2.964 0.06
H 0.478 5.253 1.517 0.08
H -5.494 3.530 2.199 0.04
H -4.965 4.729 1.078 0.00
H -3.879 4.310 2.356 -0.04
H -6.097 2.141 -0.445 0.03
H -4.785 1.237 -1.182 0.01
H -4.950 2.914 -1.619 -0.01
H -1.090 6.621 -1.492 0.05
C -2.136 -0.430 -3.734 -1.63
Br -0.830 -0.810 -5.092 0.58
Br -2.770 1.388 -3.844 0.59
Br -3.589 -1.692 -3.773 0.55
H -1.645 -0.539 -2.779 -0.05
C -1.088 2.481 5.241 -1.61
Br -2.149 2.914 3.687 0.67
Br 0.466 1.455 4.761 0.59
Br -0.629 4.047 6.261 0.59
H -1.701 1.855 5.871 -0.03
C 2.112 -3.243 -0.010 -1.61
Br 2.602 -3.971 -1.724 0.54
Br 3.579 -2.295 0.804 0.58
Br 0.536 -2.142 -0.115 0.57
H 1.875 -4.078 0.634 -0.03
C -5.778 -1.742 0.989 -1.62
Br -5.415 -2.152 -0.856 0.54
Br -4.249 -0.925 1.818 0.58
Br -7.354 -0.641 1.146 0.56
H -5.981 -2.661 1.517 -0.03
C 4.370 -8.052 -1.671 -1.60
Br 4.161 -7.192 -3.382 0.59
Br 5.467 -7.014 -0.483 0.58
Br 2.666 -8.474 -0.877 0.59
H 4.880 -8.987 -1.847 -0.03
C 7.420 -4.989 -3.915 -1.66
Br 6.924 -3.279 -3.187 0.57
Br 8.267 -4.819 -5.636 0.57
Br 8.501 -5.999 -2.684 0.55
H 6.507 -5.547 -4.062 -0.10
C 3.818 9.434 1.773 -1.64
Br 2.459 8.167 1.271 0.56
Br 3.303 10.448 3.326 0.57
Br 5.535 8.594 2.013 0.55
H 3.919 10.132 0.956 -0.03
C -0.584 -6.835 -2.809 -1.65
Br -1.224 -8.583 -2.318 0.56
Br -1.205 -6.305 -4.551 0.58
Br -1.016 -5.533 -1.461 0.55
H 0.495 -6.892 -2.859 -0.06
C 0.442 -8.823 2.379 -1.66
Br -1.466 -8.632 2.245 0.57
Br 1.264 -7.268 3.160 0.56
Br 0.935 -10.433 3.311 0.58
H 0.823 -8.910 1.373 -0.09

No. 2
67
Properties=species:S:1:pos:R:3:lowdin_spin:R:1 method="wB97M-V/def2-TZVPD" multiplicity=5 de_lowest_kj_mol=327.7 s_squared=6.08 orbital_gap_ha="0.2778 / 0.1217" e_lumo_ha="-0.15410 / -0.28809" total_energy_ha=-5899.7206 charge=+1
Pd -1.032 0.669 0.966 1.47
Br 3.283 -1.864 -1.023 0.28
C 1.532 -0.912 1.820 0.02
C 2.868 -0.929 2.216 0.00
C 3.349 0.097 3.021 0.01
C 2.493 1.092 3.469 0.01
C 1.200 1.072 2.970 0.13
N 0.771 0.125 2.164 0.11
C 0.140 2.173 3.363 0.11
O 0.408 2.851 4.319 0.64
O -0.838 2.191 2.578 0.13
H 3.526 -1.732 1.926 0.00
H 4.388 0.108 3.312 0.00
H 2.802 1.859 4.165 0.00
F -5.717 -1.150 0.543 0.00
C -5.399 0.110 0.262 0.00
F -5.785 0.908 1.229 0.00
F -6.038 0.463 -0.846 0.00
S -3.551 0.214 -0.105 0.01
O -3.081 1.470 0.449 0.06
O -3.425 0.079 -1.516 0.01
N -2.771 -0.985 0.581 0.04
S -2.991 -1.157 2.149 0.00
O -1.713 -1.028 2.808 0.01
O -4.119 -0.445 2.616 0.00
C -3.290 -3.023 2.182 0.00
F -4.342 -3.374 1.466 0.00
F -2.195 -3.555 1.604 0.00
F -3.389 -3.528 3.398 0.00
N 4.417 1.459 -1.539 0.00
C 3.781 2.600 -1.848 0.00
O 4.228 3.427 -2.609 0.00
C 2.449 2.855 -1.169 0.00
C 1.888 4.119 -1.356 0.00
C 0.673 4.427 -0.770 0.00
C 0.026 3.444 -0.037 0.01
N 0.554 2.234 0.117 0.11
C 1.735 1.935 -0.412 0.01
H 5.290 1.279 -2.014 0.00
H 4.024 0.719 -0.981 0.00
H 2.432 4.827 -1.965 0.00
H 0.230 5.402 -0.886 0.00
H -0.935 3.612 0.440 0.00
H 2.096 0.931 -0.230 0.00
C 1.235 -4.374 0.348 0.06
C 0.254 -4.193 -0.668 0.00
C -0.219 -2.955 -0.960 0.07
C 0.202 -1.794 -0.237 -0.02
C 0.810 -2.055 1.132 0.00
C 1.528 -3.365 1.191 0.08
N -0.039 -0.575 -0.644 0.28
C -0.303 -0.202 -1.943 0.07
C 0.215 -0.920 -3.041 0.09
C -0.086 -0.534 -4.329 0.00
C -0.872 0.588 -4.563 0.12
C -1.313 1.357 -3.492 0.00
C -1.018 0.986 -2.199 0.08
H 1.729 -5.329 0.433 0.00
H -0.078 -5.052 -1.231 0.00
H -0.928 -2.808 -1.758 0.00
H -0.088 -2.188 1.778 0.00
H 2.218 -3.523 2.004 0.00
H 0.867 -1.762 -2.871 0.00
H 0.304 -1.101 -5.160 0.00
H -1.117 0.882 -5.571 0.01
H -1.899 2.245 -3.670 0.00
H -1.373 1.600 -1.377 0.00

No. 3
51
Properties=species:S:1:pos:R:3:lowdin_charge:R:1 method="wB97M-V/def2-TZVPD" multiplicity=1 de_lowest_kj_mol=17.7 smiles="CCOC(=O)c1c(C)[nH]c(C(=O)N2CCC(C(=O)OCC)CC2)c1C" orbital_gap_ha=0.3283 e_lumo_ha=0.02182 total_energy_ha=-1187.2775
C 5.551 2.833 -0.640 -0.06
C 5.134 1.380 -0.829 -0.22
H 5.891 0.715 -0.398 0.12
H 4.991 1.146 -1.886 0.12
O 3.878 1.111 -0.216 -0.02
C 3.894 0.841 1.104 -0.43
O 4.921 0.793 1.746 0.09
C 2.561 0.594 1.642 -0.04
C 2.308 0.162 2.942 -0.22
N 0.977 0.033 3.070 0.15
C 0.340 0.351 1.895 -0.13
C 1.302 0.734 0.983 -0.15
C 1.072 1.299 -0.374 -0.03
H 0.031 1.589 -0.489 0.08
H 1.700 2.175 -0.516 0.08
H 1.336 0.581 -1.150 0.09
C -1.133 0.346 1.912 -0.40
O -1.736 0.713 2.914 0.06
N -1.794 -0.069 0.804 -0.03
C -3.247 -0.015 0.855 -0.14
H -3.629 -0.752 1.574 0.14
C -3.832 -0.266 -0.525 -0.11
H -4.913 -0.131 -0.492 0.13
H -3.422 0.466 -1.222 0.12
C -3.494 -1.686 -1.005 -0.20
C -3.494 -1.768 -2.522 -0.48
O -4.125 -2.572 -3.156 0.12
O -2.676 -0.862 -3.067 -0.02
C -2.585 -0.840 -4.494 -0.21
C -3.718 -0.032 -5.109 -0.06
H -4.672 -0.503 -4.885 0.08
H -3.721 0.980 -4.711 0.08
H -3.591 0.011 -6.186 0.08
H -1.615 -0.387 -4.709 0.12
H -2.609 -1.869 -4.865 0.12
C -2.116 -2.117 -0.463 -0.10
C -1.225 -0.898 -0.237 -0.15
H -0.225 -1.210 0.071 0.13
H -1.143 -0.342 -1.176 0.11
H -1.632 -2.802 -1.160 0.13
H -2.247 -2.643 0.484 0.13
H -4.253 -2.393 -0.659 0.15
H -3.529 0.974 1.227 0.13
H 0.476 -0.211 3.911 0.17
C 3.237 -0.147 4.057 0.00
H 4.257 0.044 3.738 0.07
H 3.010 0.474 4.923 0.09
H 3.144 -1.192 4.355 0.09
H 5.693 3.040 0.418 0.08
H 6.484 3.017 -1.164 0.08
H 4.785 3.499 -1.031 0.08

No. 4
9
Properties=species:S:1:pos:R:3:lowdin_charge:R:1 method="wB97M-V/def2-TZVPD" multiplicity=1 de_lowest_kj_mol=361.5 smiles="O=c1nncnnn1" orbital_gap_ha=0.3148 e_lumo_ha=-0.07588 total_energy_ha=-425.6403
C 0.931 -0.340 -0.045 -0.61
C -1.453 -0.184 0.594 -0.10
H -2.085 -0.403 1.395 0.10
N 0.090 -1.286 -0.594 0.16
N -1.220 -1.153 -0.456 0.12
N -0.914 1.049 0.531 0.05
N -0.095 1.596 -0.403 0.06
N 0.836 0.831 -0.715 0.11
O 1.792 -0.465 0.846 0.11

No. 5
114
Properties=species:S:1:pos:R:3:lowdin_charge:R:1 method="wB97M-V/def2-TZVPD" multiplicity=1 de_lowest_kj_mol=0.0 smiles=Oc1ccc(O)cc1.Oc1ccc(O)cc1.Oc1ccc(O)cc1.Oc1ccc(O)cc1.Oc1ccc(O)cc1.c1ccncc1.c1ccncc1.c1ccncc1.c1ccncc1 orbital_gap_ha=0.3022 e_lumo_ha=0.00823 total_energy_ha=-2906.2052
N 1.729 0.527 -1.597 0.04
C 2.025 1.197 -0.482 -0.20
C 1.329 0.996 0.693 -0.10
C 0.283 0.059 0.640 -0.08
C -0.071 -0.638 -0.502 -0.06
C 0.668 -0.341 -1.679 -0.10
H 2.895 1.977 -0.356 0.14
H 1.526 1.544 1.689 0.11
H -0.409 -0.165 1.564 0.14
H -0.940 -1.174 -0.419 0.05
H 0.689 -1.058 -2.555 0.13
N 0.965 4.854 5.113 0.07
C 0.191 5.717 4.510 -0.14
C 0.236 5.838 3.113 -0.08
C 1.023 5.027 2.318 -0.07
C 1.863 4.083 2.998 -0.09
C 1.822 4.069 4.378 -0.16
H -0.361 6.259 5.111 0.06
H -0.357 6.530 2.500 0.10
H 1.068 5.202 1.168 0.14
H 2.450 3.392 2.454 0.07
H 2.432 3.297 4.876 0.11
N 5.090 -0.250 0.197 0.04
C 4.809 -0.970 -0.889 -0.20
C 5.667 -1.278 -1.872 -0.11
C 7.008 -0.860 -1.703 -0.06
C 7.368 -0.030 -0.562 -0.04
C 6.339 0.270 0.413 -0.09
H 3.665 -1.147 -1.075 0.12
H 5.269 -1.753 -2.821 0.13
H 7.550 -1.194 -2.644 0.12
H 8.362 0.376 -0.757 0.09
H 6.588 1.016 1.160 0.10
N -2.721 1.295 4.174 0.03
C -2.721 0.016 4.397 -0.18
C -1.561 -0.641 4.772 -0.08
C -0.350 0.026 4.725 -0.07
C -0.337 1.397 4.484 -0.06
C -1.573 2.034 4.246 -0.11
H -3.743 -0.427 4.047 0.14
H -1.620 -1.619 4.607 0.05
H 0.462 -0.698 4.856 0.11
H 0.560 2.021 4.485 0.07
H -1.605 2.978 3.701 0.10
C 0.682 2.742 -4.404 -0.01
C 0.951 2.023 -5.686 0.02
C 0.655 2.716 -6.865 -0.32
C 0.274 4.080 -6.835 0.00
C 0.067 4.758 -5.592 0.04
C 0.205 3.999 -4.387 -0.34
O -0.109 4.677 -3.238 0.05
O 0.875 2.152 -8.122 0.01
H 0.683 2.282 -3.363 0.11
H 1.470 1.039 -5.753 0.12
H 0.095 4.686 -7.667 0.09
H -0.204 5.685 -5.559 0.05
H -0.590 4.267 -2.585 0.01
H 0.530 2.801 -8.775 0.11
C 0.143 -6.201 -2.522 -0.03
C -0.717 -6.097 -3.677 0.02
C -1.718 -5.095 -3.443 -0.30
C -1.754 -4.295 -2.314 -0.02
C -0.965 -4.592 -1.193 -0.02
C -0.040 -5.636 -1.266 -0.34
O 0.875 -5.892 -0.269 0.02
O -2.553 -4.777 -4.483 0.08
H 0.667 -7.194 -2.742 0.13
H -0.382 -6.811 -4.394 0.10
H -2.424 -3.409 -2.284 0.13
H -1.060 -3.977 -0.222 0.13
H 1.204 -5.143 0.247 0.10
H -2.483 -5.459 -5.028 0.02
C 3.768 -2.359 5.463 0.02
C 4.170 -1.013 4.949 0.03
C 4.078 -0.697 3.644 -0.33
C 3.435 -1.593 2.765 -0.01
C 2.905 -2.777 3.236 0.00
C 3.120 -3.199 4.624 -0.28
O 2.863 -4.544 4.874 0.08
O 4.251 0.538 3.177 0.15
H 4.077 -2.534 6.414 0.07
H 4.634 -0.376 5.546 0.06
H 3.349 -1.308 1.646 0.12
H 2.656 -3.587 2.619 0.08
H 3.136 -4.808 5.658 0.02
H 4.249 0.621 2.402 -0.12
C -2.877 1.934 -2.090 0.02
C -4.344 1.754 -2.084 0.00
C -5.070 2.311 -1.029 -0.31
C -4.395 2.887 0.069 -0.02
C -3.058 3.178 0.065 0.02
C -2.287 2.657 -1.044 -0.24
O -0.886 2.907 -1.198 -0.01
O -6.424 2.077 -1.057 0.12
H -2.305 1.622 -2.961 0.11
H -5.071 1.263 -2.778 0.13
H -5.013 3.327 0.806 0.11
H -2.587 3.715 0.820 0.09
H -0.338 2.340 -0.734 0.02
H -6.719 2.828 -0.988 -0.05
C -5.399 -4.112 -0.581 0.02
C -4.284 -3.870 0.553 0.10
C -3.789 -2.481 0.630 -0.31
C -4.192 -1.491 -0.255 -0.05
C -5.130 -1.741 -1.191 0.00
C -5.743 -3.106 -1.331 -0.35
O -6.841 -3.194 -2.181 -0.01
O -2.831 -2.217 1.559 0.01
H -5.939 -5.069 -0.334 0.13
H -4.073 -4.473 1.214 -0.01
H -3.832 -0.411 -0.160 0.14
H -5.451 -0.956 -1.858 0.09
H -7.380 -2.327 -2.080 0.15
H -2.373 -2.796 2.145 0.10

No. 6
26
Properties=species:S:1:pos:R:3:lowdin_charge:R:1 method="wB97M-V/def2-TZVPD" multiplicity=1 de_lowest_kj_mol=45.7 smiles="C=C[Si@](C)(N)Cl.c1ccccc1" orbital_gap_ha=0.3529 e_lumo_ha=0.02475 total_energy_ha=-1155.7851
C 0.064 -0.280 -3.004 -0.11
C -0.271 -1.541 -2.562 -0.10
C -0.800 0.707 -2.651 -0.09
C -1.460 -1.758 -1.840 -0.14
C -1.949 0.459 -1.816 -0.06
C -2.281 -0.823 -1.353 -0.10
C 2.443 1.414 3.599 -0.11
C 0.568 -1.482 0.751 -0.16
C 1.284 1.044 3.211 -0.34
N 0.537 1.562 0.671 -0.08
Si 0.441 0.241 1.753 0.17
Cl -1.480 0.302 2.612 0.28
H 0.919 -0.051 -3.594 0.10
H 0.278 -2.401 -2.733 0.08
H -0.559 1.713 -2.927 0.09
H -1.627 -2.790 -1.539 0.11
H -2.459 1.285 -1.474 0.07
H 2.628 2.084 4.400 0.04
H -3.199 -0.937 -0.753 0.12
H 3.324 1.244 2.826 0.10
H 1.056 -1.279 -0.196 0.01
H 1.211 -2.144 1.383 0.03
H -0.405 -1.918 0.722 -0.01
H 0.465 1.338 3.942 0.04
H 1.258 1.647 -0.093 0.07
H 0.014 2.366 0.663 -0.01